Here is HN2OP in the gas phase from OMol25. Energies are from ωB97M-V/def2-TZVPD.

```
! wB97M-V def2-TZVPD RIJCOSX def2/J DEFGRID3
* xyz 0 3
N 0.626 -0.911 0.006
N -0.333 1.966 0.012
O 1.806 -1.031 -0.091
P -0.527 0.477 -0.259
H -1.572 -0.501 0.331
*
```

For the total energy, the calculation gives -526.50069 a.u. Its energy relative to the best compared isomer or geometry (same formula, charge and spin) is 0.0 kcal/mol.